95
Properties=species:S:1:pos:R:3:mulliken_charge:R:1 method="wB97M-V/def2-TZVPD" e_homo_ev=-4.548 total_charge=-1 orbital_gap_ha=0.2539 e_tot_ev=-128874.1606 e_lumo_ev=2.36
H 3.74159 3.87349 -2.64755 0.28
H -9.67156 -0.98340 -1.62782 0.29
P -1.62977 -1.08258 -1.98111 0.13
H 0.21889 -2.03596 2.12446 0.22
C 4.79128 -1.69754 0.21220 -0.71
H 0.92201 1.93425 -0.68872 0.38
H -8.89851 -0.26916 -3.03218 0.31
C 4.51692 -0.40553 6.51512 0.25
C 4.30650 3.20330 -0.77272 0.28
C 3.60845 -2.67699 0.16195 0.10
H -1.93868 -0.25779 -3.07329 0.00
H 4.51041 -2.46503 6.34582 0.31
H 1.92311 -0.60982 2.90309 -0.48
C 1.74563 -3.91537 -6.40167 -0.42
H -9.74890 1.50596 -1.55738 0.31
H 4.64328 5.86357 -0.34389 0.33
H -2.66861 2.70346 -0.17867 0.32
N 2.69039 -3.14558 2.56156 -0.51
H -4.89476 2.95396 1.44391 0.35
H -7.40951 -1.36949 -0.57894 0.35
N -8.70410 0.85158 1.31700 -0.50
H 0.47068 0.21533 3.47635 0.41
C 4.38401 -0.37805 0.84265 -0.65
F -4.64633 -1.30005 0.23130 -0.40
C 0.73086 2.82188 -0.07323 -1.53
H -1.53058 -0.01179 2.53266 0.37
H 2.17600 -2.73811 5.66693 0.33
H 3.88863 -3.62265 -0.29820 0.36
H -0.17151 -3.37936 -5.53616 0.29
C 4.66872 3.66691 -2.10777 -0.34
C 0.74690 -2.89354 -5.86908 -0.99
N 5.09113 0.59303 6.47641 -0.47
H 5.81596 5.17724 -3.09456 0.31
H 1.53248 2.88876 0.67241 0.46
H 6.48775 4.67382 -1.55388 0.29
C 1.01731 -0.09492 2.57595 0.19
H 2.80245 -5.71470 -5.74747 0.30
H 3.93818 6.35048 -1.88522 0.30
N 3.15729 -3.77675 -3.28794 -0.35
C 1.54931 -0.68375 5.87129 -1.14
H 1.16100 -0.76710 6.88962 0.43
H -0.53091 2.07881 1.47860 0.06
H -6.39755 2.13054 1.88066 0.39
H 1.14666 -2.34684 -5.01429 0.23
H -4.67366 0.50566 -0.67299 0.31
Ga -2.16589 0.14466 0.00723 -1.03
H -5.38860 0.02249 1.93971 0.41
H 0.79599 3.71056 -0.71243 0.43
C -4.72856 0.76038 1.46266 -0.24
H 2.78660 -2.26164 -0.42785 -0.09
H 1.34865 0.80402 2.04724 -0.46
H 3.55104 0.07856 0.30787 0.15
H -3.91533 0.95606 2.17587 0.06
H 1.33478 -4.43072 -7.27267 0.29
C 3.79205 -1.67243 6.56376 -0.54
H 2.66036 -3.41651 -6.72883 0.29
H 0.59460 -1.08928 0.69879 -0.23
C 5.55544 4.91669 -2.06704 -0.40
H 5.51498 6.97629 -1.39932 0.33
C 4.87373 6.09494 -1.38435 -1.12
H 3.45013 -1.81123 7.59260 0.33
H 2.96952 -1.64231 4.56787 -0.30
H 1.95323 0.32239 5.74437 0.34
H -2.65185 -2.02860 -2.16543 0.01
C 2.71164 -4.36074 -4.17414 0.25
C 0.16820 -1.01858 1.70656 0.11
C -1.74336 2.12951 -0.30452 -0.03
H -6.63903 -0.62676 -1.96420 0.18
C -8.76928 0.90320 0.16708 0.25
H -7.98789 1.57352 -1.62718 0.27
C -5.50694 2.06867 1.24461 -1.18
H 0.48511 -2.17173 -6.64328 0.35
C -8.79811 -0.41454 -1.95441 -0.44
H 5.61858 -2.14725 0.76707 0.31
C -8.83546 0.97062 -1.29189 -0.35
H 1.20624 -5.50081 -5.02799 0.27
C 2.10665 -4.97327 -5.35084 -0.49
C 2.60838 -1.74005 5.59168 0.28
H 5.20070 0.34298 0.85609 0.40
C -0.64156 2.72495 0.59849 -0.21
H -5.84023 2.13896 0.19941 0.13
H 0.71283 -0.79299 5.18164 0.23
Cl -1.37100 2.44453 -2.06567 -0.26
S 0.17668 -1.92299 -2.22180 -0.43
H -0.95351 3.71213 0.97336 0.40
C -4.18515 0.06267 0.21300 0.25
H 5.14034 -1.54639 -0.81106 0.36
C -1.31723 -0.66090 1.66561 0.41
C -7.52188 -1.17963 -1.64437 -1.03
N 4.02140 2.84011 0.28226 -0.50
C 3.08292 -2.96029 1.49309 0.22
H 4.06973 -0.53475 1.87396 0.03
H -7.51290 -2.14196 -2.15539 0.38
H 5.16987 2.84502 -2.62129 0.29
F -2.05545 -1.86775 1.93888 -0.44



92
Properties=species:S:1:pos:R:3:mulliken_charge:R:1 method="wB97M-V/def2-TZVPD" e_homo_ev=-7.874 total_charge=0 orbital_gap_ha=0.2506 e_tot_ev=-52347.4721 smiles="C=Cc1ccc(P(C)O)c2c1C(=O)NC2=O.CCN(CC)CC.CCN(CC)CC.CCN(CC)CC" e_lumo_ev=-1.05
H -4.06368 7.79652 0.36737 0.30
H 5.44715 -2.92095 4.07099 0.42
H 3.72946 -6.98456 1.18970 0.47
N -2.88154 5.86229 -1.34831 0.19
C -2.88013 4.97776 1.05054 -0.56
H 3.86347 -5.32883 0.68809 0.22
H 3.64051 -7.59040 3.44294 0.43
C 2.06324 -0.05780 0.87131 -0.92
H -2.50348 2.18452 -6.95900 0.37
C 4.02879 -4.23518 3.11598 -0.65
H 3.75746 -3.58289 2.27727 0.29
H 3.41503 -7.16221 5.80389 0.43
C -2.25893 -1.70406 3.04743 0.25
H 0.96300 3.74494 -6.99199 0.22
O -4.30575 -0.70179 4.19356 -0.55
C -1.55640 2.48962 -6.50251 -0.78
O -1.89047 1.12951 0.53583 -0.41
N 3.74622 -5.62174 2.76051 0.28
H -3.94946 5.18891 1.12669 0.25
H 1.88069 1.49866 -6.72207 0.36
O 1.48594 -2.39339 -0.92062 -0.54
H -0.27191 2.94623 -3.94504 0.18
H -1.39117 0.47872 -5.79385 0.35
H 6.13110 -3.80385 2.71787 0.30
H 2.18367 -6.23148 4.94329 0.23
H -2.71268 1.43983 3.21508 0.29
H 0.94924 1.86298 -3.29387 0.36
H -3.80293 -4.29225 4.53310 0.34
C 0.08388 -3.28430 1.88705 -0.47
H -3.11983 2.93094 -0.92254 -0.12
C -4.29297 7.82171 -0.70027 -1.45
H 2.44309 -2.22877 -1.09330 0.29
H -2.43125 5.23747 2.01505 0.41
C 5.72696 -6.23130 1.25931 -1.07
C -2.87214 -3.66740 4.80182 -0.61
H -2.74665 3.90366 0.91834 -0.11
H -4.57245 6.53928 -2.36506 0.44
N -2.99193 0.61940 2.64755 -0.08
C -3.34664 -0.60103 3.40347 0.11
C -4.22339 6.43595 -1.33240 -0.30
C -1.46427 -1.04222 1.89186 -0.04
C 5.44842 -3.89071 3.56315 -1.23
H -1.15179 1.44276 -2.19082 0.30
H 2.55769 3.89590 -6.27767 0.39
C -0.28165 -1.85785 1.32925 0.15
H -1.98443 1.13829 -3.71118 0.26
H 6.25089 -5.27595 1.19611 0.23
C -0.72006 1.25118 -6.18432 -0.70
P 0.76031 -1.08509 -0.06887 0.47
H -0.72515 0.02035 -3.14815 0.32
C 3.99147 -6.61674 3.80013 -0.39
H 2.78494 0.49993 0.18062 0.35
H 1.48368 0.68208 1.53288 0.29
H -1.19024 5.38080 -0.21049 0.32
H -2.83371 -2.37233 6.64387 0.27
H 2.61087 -0.75946 1.61198 0.23
C 0.05137 1.89758 -3.92014 -0.38
C -2.52805 -3.37488 6.18588 -0.51
H -1.80233 3.07088 -5.61051 0.09
C 1.59067 2.02632 -5.80597 -0.63
H 5.06213 -6.72917 4.01191 0.28
C -0.77476 -3.93259 3.03326 -0.71
H 3.33939 -3.93918 3.91417 0.40
H 1.13517 4.09997 -5.26248 0.24
C -2.20119 5.77712 -0.06069 -0.70
H -0.54819 -4.98499 3.43977 0.32
H 2.41797 1.84386 -5.10852 0.38
C -3.57446 3.43780 -1.77541 -0.63
C 3.25960 -6.33410 5.10749 -1.30
C -2.77567 4.67170 -2.18881 -0.70
H 6.17355 -6.82305 2.06055 0.27
H -3.59114 2.71777 -2.59809 0.31
H -3.60305 8.51390 -1.18993 0.33
H 0.95629 -3.89088 1.44381 0.52
C -2.06157 0.37921 1.51367 0.07
C -1.01570 1.07219 -3.21031 -1.15
H -1.72012 4.39213 -2.28816 0.26
C 4.22304 -6.03805 1.44294 -0.55
H 5.85610 -4.62084 4.26616 0.25
H -1.05760 3.14450 -7.21709 0.29
H -4.61202 3.67335 -1.53009 0.37
H -0.34824 0.82762 -7.12454 0.39
H -2.03392 6.79573 0.30617 0.37
N 0.39089 1.40384 -5.25137 0.15
H -3.08482 4.94757 -3.20507 0.33
H -4.94109 5.77954 -0.82431 0.27
H 5.91808 -6.75892 0.32111 0.42
H 3.62671 -5.42800 5.59449 0.30
H -2.01068 -4.14033 6.85299 0.25
H -5.30364 8.22503 -0.80548 0.44
C -1.96800 -3.10380 3.62640 0.59
C 1.54520 3.52551 -6.09531 -0.95